Version a
Computed, not measured: a 2-piece molecular cluster, C3H7NOS overall, with wB97M-V/def2-TZVPD.

ORCA input file:
```
! wB97M-V def2-TZVPD RIJCOSX def2/J DEFGRID3
* xyz 0 1
S 1.81 -1.44 -0.42
O -1.78 0.49 -0.38
N -1.22 -0.44 0.58
C -1.40 -1.80 0.02
C 1.42 1.33 -0.35
C 1.29 -0.06 -0.15
H -0.35 -2.19 -0.20
H -1.90 1.19 0.26
H -1.89 -2.31 0.95
H 2.36 1.57 -0.88
H -1.99 -1.97 -0.87
H 0.45 1.60 -0.82
H 1.57 1.80 0.55
*
```

- HOMO-LUMO gap (spin up / spin down) (eV) = 6.95 / 8.83

Version b
Computed, not measured: one molecule with the formula C3H7NOS, with wB97M-V/def2-TZVPD.

ORCA input file:
```
! wB97M-V def2-TZVPD RIJCOSX def2/J DEFGRID3
* xyz 0 1
S 1.13 0.20 -1.21
O 1.57 -0.76 1.21
N -1.55 0.70 0.17
C -0.47 0.35 1.04
C -2.35 -0.41 -0.34
C 0.78 -0.10 0.37
H -0.17 1.22 1.68
H -1.85 -1.03 -1.09
H -1.11 1.23 -0.57
H 2.34 -1.10 0.66
H -3.29 0.03 -0.77
H -2.66 -1.01 0.47
H -0.77 -0.40 1.75
*
```

- SMILES = CNCC(O)=S
- HOMO-LUMO gap (eV) = 9.40

Of the structures shown above, version b is the most stable.